No. 1
# C28H58F3N2O6Y

C28H58F3N2O6Y as an isolated structure in a non-equilibrium geometry (ωB97M-V/def2-TZVPD, the OMol25 dataset).

CARTESIAN COORDINATES (ANGSTROEM)
Y  0.190  -0.048  0.403
C  2.256  -0.737  -3.755
C  2.344  -1.404  -2.277
C  3.804  -1.345  -1.793
O  1.518  -0.815  -1.284
H  1.322  -1.021  -4.240
H  2.984  -1.021  -4.514
H  2.254  0.309  -3.449
H  2.029  -2.446  -2.336
H  4.090  -1.939  -0.925
H  3.944  -0.315  -1.464
H  4.395  -1.668  -2.650
C  1.151  2.334  4.003
C  1.093  0.782  3.917
C  0.059  0.172  4.950
O  0.849  0.434  2.602
H  2.118  2.741  3.705
H  0.895  2.648  5.015
H  0.359  2.792  3.410
H  2.088  0.437  4.199
H  -0.378  -0.713  4.487
H  -0.731  0.859  5.250
H  0.581  -0.093  5.870
C  -3.140  0.977  1.447
O  -4.305  0.283  0.948
O  -2.045  0.562  0.586
C  -3.349  2.459  1.914
F  -2.900  3.493  1.114
F  -4.692  2.768  1.997
F  -2.860  2.674  3.162
C  -5.150  0.579  -0.139
C  -5.667  -0.866  -0.493
H  -5.896  -1.411  0.422
H  -6.556  -0.849  -1.124
H  -4.955  -1.441  -1.085
H  -4.529  1.004  -0.927
H  -5.853  1.337  0.206
H  -2.989  0.465  2.397
C  -2.005  -2.426  -0.921
C  -1.128  -3.415  -0.112
C  -0.365  -4.211  -1.244
C  0.582  -5.234  -0.608
C  1.613  -4.546  0.345
C  0.896  -3.650  1.391
N  -0.172  -2.752  0.920
O  -0.657  -1.914  1.811
C  0.427  -4.406  2.630
C  2.062  -2.674  1.909
C  -2.260  -4.256  0.672
H  -1.430  -1.558  -1.242
H  -2.829  -2.031  -0.327
H  -2.579  -2.996  -1.652
H  -1.171  -4.653  -1.830
H  0.170  -3.553  -1.929
H  1.074  -5.861  -1.352
H  -0.101  -5.945  -0.143
H  2.351  -4.135  -0.344
H  2.149  -5.318  0.896
H  1.318  -4.620  3.220
H  -0.220  -3.846  3.305
H  -0.243  -5.257  2.512
H  1.871  -2.253  2.896
H  2.869  -3.267  2.339
H  2.408  -1.899  1.225
H  -3.100  -4.564  0.050
H  -2.705  -3.566  1.389
H  -1.770  -5.153  1.051
H  -1.155  -2.488  2.399
C  -0.965  4.062  -2.108
C  -0.077  2.876  -2.072
C  0.784  2.930  -3.376
C  1.858  4.062  -3.326
C  2.796  3.783  -2.154
C  2.025  3.531  -0.798
N  0.825  2.631  -0.952
O  0.161  2.302  0.196
C  3.078  2.729  0.124
C  1.570  4.890  -0.151
C  -0.953  1.553  -2.423
H  -1.685  3.984  -1.293
H  -1.555  4.153  -3.020
H  -0.471  5.019  -1.943
H  1.335  1.997  -3.493
H  0.205  3.112  -4.281
H  1.403  5.049  -3.251
H  2.356  4.032  -4.295
H  3.253  4.769  -2.070
H  3.442  2.910  -2.249
H  2.837  2.691  1.186
H  3.071  1.667  -0.120
H  4.060  3.193  0.020
H  2.253  5.167  0.651
H  1.483  5.763  -0.797
H  0.537  4.718  0.152
H  -0.561  0.538  -2.489
H  -1.496  1.676  -3.360
H  -1.723  1.519  -1.653
H  -0.073  3.165  0.544

As for the energy: -54434.364 eV. Its multiplicity is 1. The relative energy (zero: lowest compared OMol25 entry of this formula, charge and spin) comes out at 531.41 kJ/mol. As for the molar mass: 664.68 g/mol. For the orbital gap, the calculation gives 8.58 eV.

***

No. 2
# C28H59AlBrCl38N2O

C28H59AlBrCl38N2O as an isolated structure in a non-equilibrium geometry (ωB97M-V/def2-TZVPD, the OMol25 dataset).

CARTESIAN COORDINATES (ANGSTROEM)
C  -0.221  0.462  2.014
C  -0.600  1.807  1.380
N  -1.981  1.923  0.872
C  -3.000  1.108  1.583
C  -3.146  1.501  3.051
Al  -4.905  0.929  3.929
Br  -4.717  1.601  6.269
C  -5.242  -1.066  3.812
C  -3.940  -1.913  3.717
C  -3.995  -3.074  2.726
N  -4.278  -2.677  1.332
C  -2.025  1.953  -0.523
C  -2.869  0.987  -1.331
O  -1.370  2.784  -1.147
H  -0.393  0.485  3.088
H  -0.719  -0.393  1.562
H  0.854  0.308  1.890
H  0.095  1.990  0.560
H  -0.411  2.611  2.095
H  -3.967  1.346  1.119
H  -2.880  0.026  1.461
H  -2.337  1.093  3.656
H  -3.064  2.589  3.103
H  -6.078  1.717  3.230
H  -5.922  -1.310  2.990
H  -5.752  -1.378  4.730
H  -3.073  -1.291  3.458
H  -3.728  -2.321  4.710
H  -4.706  -3.843  3.034
H  -3.009  -3.554  2.726
H  -3.386  -2.525  0.869
H  -4.728  -1.766  1.316
H  -3.579  1.578  -1.911
H  -3.445  0.272  -0.756
H  -2.232  0.449  -2.030
C  -8.090  4.493  3.047
Cl  -8.386  3.660  4.584
Cl  -6.955  3.583  2.064
H  -9.030  4.585  2.515
H  -7.678  5.474  3.256
C  0.268  2.293  -6.516
Cl  -1.286  2.366  -7.361
Cl  0.764  0.626  -6.192
H  1.016  2.760  -7.141
H  0.171  2.813  -5.570
C  3.035  -1.667  0.458
Cl  3.131  -0.476  1.762
Cl  1.456  -1.722  -0.332
H  3.770  -1.407  -0.295
H  3.250  -2.644  0.875
C  -8.662  1.026  7.193
Cl  -10.410  1.357  7.147
Cl  -8.330  -0.709  7.172
H  -8.189  1.481  6.330
H  -8.260  1.439  8.107
C  -7.327  -0.168  -0.260
Cl  -5.888  0.448  0.561
Cl  -8.668  -0.444  0.862
H  -7.640  0.561  -0.999
H  -7.076  -1.109  -0.736
C  3.917  1.642  -8.012
Cl  3.717  3.075  -6.987
Cl  2.560  1.401  -9.127
H  4.815  1.773  -8.596
H  4.004  0.771  -7.372
C  0.122  -1.470  -10.897
Cl  0.321  -1.001  -9.205
Cl  1.225  -0.593  -11.964
H  0.319  -2.531  -10.992
H  -0.893  -1.244  -11.204
C  6.434  2.180  -4.509
Cl  5.485  1.460  -3.201
Cl  7.978  1.345  -4.734
H  5.864  2.111  -5.427
H  6.631  3.217  -4.264
C  -2.953  0.740  -10.261
Cl  -2.363  1.119  -11.889
Cl  -4.654  1.173  -10.060
H  -2.847  -0.326  -10.092
H  -2.365  1.294  -9.542
C  -5.933  -7.080  2.055
Cl  -7.225  -5.929  2.405
Cl  -4.454  -6.704  2.945
H  -6.265  -8.071  2.341
H  -5.714  -7.043  0.995
C  5.760  1.197  2.876
Cl  4.995  0.381  4.245
Cl  7.006  0.193  2.122
H  4.997  1.411  2.138
H  6.220  2.111  3.228
C  6.781  0.052  -10.089
Cl  7.038  0.504  -8.397
Cl  7.854  0.936  -11.177
H  6.975  -1.008  -10.193
H  5.753  0.276  -10.357
C  -8.824  0.304  11.208
Cl  -7.490  1.268  10.572
Cl  -8.467  -0.352  12.814
H  -9.703  0.934  11.280
H  -9.004  -0.521  10.527
C  10.854  -0.773  1.026
Cl  12.418  -0.129  1.545
Cl  10.863  -2.540  1.055
H  10.092  -0.414  1.708
H  10.650  -0.440  0.015
C  2.235  -3.414  -3.438
Cl  1.951  -2.795  -5.067
Cl  3.965  -3.647  -3.127
H  1.861  -2.729  -2.690
H  1.740  -4.373  -3.344
C  7.510  -3.389  4.885
Cl  8.800  -2.963  6.023
Cl  8.148  -3.831  3.302
H  6.959  -4.231  5.287
H  6.862  -2.530  4.766
C  7.416  -2.256  -3.364
Cl  8.591  -3.255  -2.497
Cl  7.784  -2.119  -5.084
H  6.437  -2.704  -3.256
H  7.425  -1.260  -2.937
C  9.434  1.240  5.731
Cl  10.404  1.214  4.254
Cl  7.864  2.024  5.498
H  9.274  0.220  6.062
H  9.977  1.803  6.480
C  -1.372  4.762  4.977
Cl  -3.113  5.034  4.860
Cl  -0.973  3.042  4.995
H  -0.893  5.223  4.121
H  -1.013  5.207  5.897

As for the energy: -587516.202 eV. As for the net charge: -1. Its multiplicity is 1. As for the molar mass: 1893.89 g/mol. For the orbital gap, the calculation gives 6.38 eV.

***

No. 3
# C28H59Cl3F3I2N5NaO4

C28H59Cl3F3I2N5NaO4 as an isolated structure in a non-equilibrium geometry (ωB97M-V/def2-TZVPD, the OMol25 dataset).

CARTESIAN COORDINATES (ANGSTROEM)
C  -5.212  4.038  4.584
C  -4.546  2.733  4.132
C  -4.663  1.721  5.274
C  -5.134  2.218  2.801
C  -5.276  3.284  1.716
C  -4.395  0.989  2.283
O  -3.072  1.352  1.905
C  -2.429  0.643  0.863
N  -1.976  1.631  -0.095
C  -3.076  2.132  -0.971
N  -4.272  1.322  -0.874
C  -0.625  1.624  -0.707
C  -0.497  0.559  -1.868
C  0.886  -0.090  -2.015
C  0.922  -1.493  -2.674
C  1.725  -2.416  -1.739
C  3.220  -2.136  -1.791
N  3.871  -2.806  -0.652
C  -0.422  3.056  -1.277
C  1.007  3.660  -1.340
C  2.158  2.775  -1.666
F  2.430  2.507  -2.920
C  2.956  2.212  -0.778
F  3.678  1.147  -0.906
F  3.100  2.673  0.482
C  0.386  1.355  0.396
N  -0.195  0.939  1.712
C  0.933  0.719  2.659
I  2.282  -0.889  1.869
C  1.715  2.009  2.921
C  0.889  3.033  3.684
I  3.434  1.469  4.151
C  -1.263  -0.122  1.550
Cl  -0.733  -1.450  0.502
C  -1.620  -0.759  2.885
C  -2.637  -1.912  2.805
N  -3.317  -2.034  4.109
H  -4.909  4.275  5.608
H  -4.987  4.879  3.933
H  -6.298  3.895  4.623
H  -3.481  2.959  3.977
H  -5.700  1.631  5.611
H  -4.255  0.736  5.048
H  -4.099  2.093  6.136
H  -6.148  1.854  3.032
H  -4.310  3.623  1.338
H  -5.820  4.153  2.085
H  -5.861  2.900  0.879
H  -4.942  0.540  1.452
H  -4.359  0.252  3.096
H  -3.080  -0.128  0.445
H  -2.762  2.212  -2.015
H  -3.351  3.142  -0.664
H  -5.024  1.938  -1.224
H  -4.196  0.534  -1.509
H  -0.813  0.973  -2.828
H  -1.228  -0.223  -1.659
H  1.564  0.531  -2.603
H  1.347  -0.288  -1.052
H  -0.075  -1.888  -2.892
H  1.440  -1.425  -3.634
H  1.422  -2.206  -0.704
H  1.573  -3.483  -1.914
H  3.662  -2.497  -2.721
H  3.420  -1.055  -1.763
H  3.393  -2.595  0.224
H  4.829  -2.479  -0.542
H  -0.979  3.748  -0.641
H  -0.882  3.090  -2.262
H  0.976  4.494  -2.045
H  1.255  4.121  -0.378
H  0.901  2.284  0.633
H  1.150  0.652  0.116
H  -0.752  1.755  2.020
H  0.601  0.391  3.642
H  2.151  2.409  2.017
H  1.501  3.900  3.933
H  0.081  3.415  3.048
H  0.472  2.613  4.601
H  -0.699  -1.198  3.282
H  -1.960  -0.014  3.607
H  -2.106  -2.843  2.613
H  -3.373  -1.732  2.020
H  -3.270  -2.990  4.435
H  -4.299  -1.805  4.019
C  5.922  -5.640  -4.097
C  5.949  -6.455  -2.818
O  6.866  -5.915  -1.859
H  6.918  -5.593  -4.547
H  5.231  -6.063  -4.825
H  5.608  -4.614  -3.884
H  6.285  -7.475  -3.017
H  4.948  -6.477  -2.378
H  6.544  -5.029  -1.659
Cl  -5.696  3.485  -2.518
Na  4.764  0.279  1.693
C  4.603  -4.777  -7.862
O  4.260  -5.890  -7.049
H  5.627  -4.508  -7.614
H  4.549  -5.021  -8.927
H  3.960  -3.916  -7.660
H  3.354  -6.144  -7.243
O  4.840  0.886  -4.295
H  4.327  1.610  -3.923
Cl  3.189  -5.582  -0.950

As for the energy: -111964.776 eV. As for the net charge: -1. Its multiplicity is 1. The relative energy (zero: lowest compared OMol25 entry of this formula, charge and spin) comes out at 0.00 kJ/mol. As for the molar mass: 969.96 g/mol. For the orbital gap, the calculation gives 2.29 eV.

***

No. 4
# C28H59N7O9P2S

A 3-piece molecular cluster, C28H59N7O9P2S overall in a non-equilibrium geometry (ωB97M-V/def2-TZVPD, the OMol25 dataset).

CARTESIAN COORDINATES (ANGSTROEM)
C  -1.374  -0.660  -0.226
C  -2.375  -1.477  -1.014
O  -2.057  -2.567  -1.409
O  -3.644  -1.060  -1.251
C  -3.860  0.353  -1.179
C  -5.141  0.788  -1.898
C  -5.789  2.032  -1.211
C  -5.545  3.369  -1.954
C  -5.003  4.532  -1.074
C  -3.463  4.689  -1.205
N  -2.969  3.355  -0.797
C  -2.908  3.162  0.399
S  -3.129  2.649  1.859
O  -3.299  5.077  -2.558
C  -3.352  6.460  -2.523
O  -3.433  7.129  -3.491
O  -3.318  6.915  -1.246
C  -2.826  5.807  -0.423
C  -1.275  6.006  -0.442
C  -0.448  4.970  -1.227
C  0.189  3.886  -0.359
O  1.280  3.218  -1.010
C  0.867  2.541  -2.125
C  1.351  3.123  -3.442
O  0.206  1.542  -2.089
H  -1.484  0.420  -0.300
H  -1.326  -0.945  0.826
H  -0.395  -0.890  -0.643
H  -3.866  0.733  -0.153
H  -3.024  0.867  -1.661
H  -5.854  -0.022  -2.043
H  -4.851  1.127  -2.897
H  -5.525  2.101  -0.153
H  -6.865  1.834  -1.229
H  -4.911  3.213  -2.828
H  -6.493  3.745  -2.344
H  -5.498  5.441  -1.424
H  -5.316  4.391  -0.035
H  -3.177  6.005  0.588
H  -0.936  5.962  0.599
H  -1.095  7.014  -0.804
H  -0.983  4.491  -2.050
H  0.388  5.506  -1.691
H  -0.510  3.128  -0.002
H  0.625  4.363  0.522
H  2.369  3.479  -3.263
H  1.358  2.374  -4.228
H  0.725  3.983  -3.683
C  -1.965  -1.691  5.948
N  -1.332  -2.183  4.747
C  -2.251  -2.294  3.631
P  0.325  -2.519  4.386
O  0.602  -1.334  3.487
N  1.512  -2.150  5.596
C  1.227  -1.633  6.923
C  2.706  -1.482  5.071
N  0.216  -4.183  4.983
C  0.181  -5.188  3.916
C  -0.552  -4.628  6.114
H  -2.754  -2.380  6.279
H  -2.429  -0.709  5.786
H  -1.278  -1.582  6.782
H  -2.693  -3.300  3.579
H  -1.741  -2.107  2.684
H  -3.066  -1.569  3.695
H  0.576  -0.750  6.904
H  2.150  -1.332  7.420
H  0.802  -2.394  7.581
H  2.565  -0.399  4.967
H  2.983  -1.879  4.097
H  3.551  -1.660  5.739
H  -0.823  -5.289  3.478
H  0.494  -6.166  4.290
H  0.870  -4.916  3.111
H  -1.596  -4.862  5.855
H  -0.568  -3.919  6.936
H  -0.088  -5.537  6.505
C  2.191  -1.155  -2.562
N  2.894  -1.781  -3.661
C  2.017  -2.105  -4.772
P  4.576  -2.066  -3.914
O  4.831  -1.010  -4.966
N  5.691  -1.456  -2.731
C  5.324  -0.769  -1.505
C  6.869  -0.804  -3.307
N  4.531  -3.631  -3.080
C  4.593  -4.781  -3.984
C  3.741  -3.949  -1.921
H  1.429  -1.836  -2.158
H  1.681  -0.240  -2.878
H  2.836  -0.886  -1.731
H  1.626  -3.129  -4.688
H  2.543  -2.026  -5.727
H  1.168  -1.421  -4.824
H  4.629  0.062  -1.676
H  6.209  -0.347  -1.026
H  4.912  -1.450  -0.757
H  6.676  0.243  -3.575
H  7.207  -1.321  -4.202
H  7.694  -0.833  -2.592
H  3.615  -5.004  -4.435
H  4.942  -5.674  -3.458
H  5.301  -4.590  -4.797
H  2.722  -4.278  -2.176
H  3.653  -3.129  -1.214
H  4.236  -4.762  -1.383

As for the energy: -88258.544 eV. Its multiplicity is 1. As for the molar mass: 731.84 g/mol. As for the SMILES: CC(=O)OCCCCC[C@@]1(N=C=S)OC(=O)O[C@@H]1CCCOC(C)=O.CN(C)P(=O)(N(C)C)N(C)C.CN(C)P(=O)(N(C)C)N(C)C. For the orbital gap, the calculation gives 7.04 eV.